{
  "formula": "C13H25Br3O6S3",
  "method": "the ωB97M-V functional and the def2-TZVPD basis",
  "e_tot_ev": -268802.947,
  "max_force_ev_per_a": 1.63,
  "relative_energy_kcal_mol": 0.0,
  "homo_lumo_gap_ev": 10.0,
  "lumo_ev": -0.35,
  "spin_multiplicity": 1,
  "species": ["C", "Br", "Br", "Br", "H", "C", "C", "C", "S", "O", "O", "C", "H", "H", "H", "H", "H", "H", "H", "H", "C", "C", "C", "S", "O", "O", "C", "H", "H", "H", "H", "H", "H", "H", "H", "C", "C", "C", "S", "O", "O", "C", "H", "H", "H", "H", "H", "H", "H", "H"],
  "xyz": [[-0.92731, -16.69529, -29.29589], [0.03217, -16.00584, -27.76529], [-1.49783, -18.53142, -28.94820], [0.18641, -16.60566, -30.90484], [-1.82476, -16.11411, -29.44254], [8.66820, -18.31369, -20.75808], [8.69693, -19.65767, -21.52340], [7.31016, -19.92265, -22.08073], [6.16536, -19.19707, -20.83015], [5.53242, -20.20839, -20.02336], [5.35010, -18.21315, -21.50178], [7.46192, -18.34933, -19.81308], [8.70155, -17.52298, -21.50740], [9.59360, -18.24055, -20.18566], [8.93742, -20.50012, -20.87234], [9.44929, -19.58260, -22.30622], [7.04496, -20.97183, -22.16700], [7.06382, -19.35403, -22.97534], [7.68185, -19.03095, -18.99597], [7.06487, -17.39833, -19.47498], [2.30680, -16.55606, -23.97172], [2.03800, -15.15262, -24.50699], [1.57316, -14.19027, -23.42039], [2.02006, -14.98733, -21.80947], [0.74557, -15.24587, -21.16827], [3.04946, -14.20154, -21.17298], [2.70090, -16.50099, -22.48847], [3.08762, -17.02798, -24.56236], [1.40590, -17.17134, -23.98937], [1.39504, -15.18324, -25.38880], [2.95124, -14.73642, -24.95047], [0.48736, -14.20338, -23.32336], [1.89116, -13.15397, -23.44756], [2.39667, -17.37525, -21.91615], [3.77851, -16.46975, -22.31764], [6.24848, -14.50313, -21.55999], [5.93685, -14.96412, -22.97138], [7.04486, -14.36952, -23.83609], [8.57094, -14.62285, -22.87713], [9.37500, -13.42597, -22.91179], [9.16394, -15.90469, -23.22008], [7.72239, -14.77772, -21.27352], [5.61889, -14.98869, -20.81391], [6.06534, -13.43236, -21.43922], [4.94922, -14.56088, -23.19821], [5.92514, -16.05188, -23.05632], [6.97336, -13.28204, -23.86612], [7.19051, -14.80877, -24.81901], [8.19784, -14.17424, -20.50479], [7.80199, -15.82014, -20.96069]],
  "atomic_forces_ev_per_a": [[0.5, -0.7, -0.1], [-0.2, 0.0, -0.2], [0.1, 0.5, -0.2], [-0.5, 0.0, 0.5], [0.1, 0.1, -0.1], [0.4, -0.6, 0.1], [-0.1, 0.1, 0.1], [-0.7, 0.6, 0.6], [0.9, 0.0, 0.5], [0.0, -0.1, -0.2], [-0.1, 0.3, -0.1], [-0.1, -0.6, -1.3], [-0.4, 0.1, 0.2], [0.0, 0.2, 0.1], [0.3, 0.2, 0.1], [0.0, -0.2, -0.1], [0.0, 0.0, -0.1], [0.2, -0.1, -0.1], [-0.2, 0.1, 0.2], [0.0, 0.0, 0.1], [-0.4, -0.3, 0.8], [0.9, 1.0, -0.9], [-0.9, -1.1, 0.8], [-1.0, 0.7, -1.1], [0.8, -0.1, 0.2], [0.0, -0.2, 0.3], [0.9, -0.1, 0.1], [-0.1, -0.2, 0.0], [0.0, 0.1, -0.5], [-0.4, 0.0, 0.4], [0.2, -0.2, 0.3], [0.0, 0.1, -0.2], [0.4, -0.1, -0.1], [-0.5, 0.2, 0.0], [-0.1, 0.3, -0.2], [0.3, 0.4, 0.9], [0.0, 0.4, -0.1], [0.3, 0.1, 0.4], [-0.3, -0.3, 0.3], [-0.1, -0.2, 0.0], [-0.2, 0.4, 0.1], [-0.1, -0.7, 0.0], [0.0, -0.1, -0.1], [-0.1, 0.0, -0.3], [0.1, -0.2, -0.4], [0.0, 0.0, 0.1], [-0.1, 0.0, -0.3], [0.0, 0.1, 0.0], [0.0, 0.3, -0.2], [0.3, 0.1, -0.2]],
  "nbo_charge": [-0.472, 0.078, 0.082, 0.085, 0.225, -0.432, -0.409, -0.636, 2.132, -0.934, -0.977, -0.642, 0.243, 0.228, 0.210, 0.235, 0.250, 0.243, 0.243, 0.246, -0.406, -0.413, -0.650, 2.146, -0.937, -0.950, -0.682, 0.230, 0.218, 0.220, 0.208, 0.244, 0.247, 0.268, 0.261, -0.408, -0.426, -0.650, 2.143, -0.933, -0.959, -0.659, 0.244, 0.216, 0.231, 0.226, 0.240, 0.251, 0.252, 0.229]
}